Record 1
ORCA calculation (ωB97M-V with the def2-TZVPD basis set) on an isolated molecule of C3H2ClNOS2 at a distorted geometry.

Each line ends with the natural charge from an NBO analysis.
Atoms and positions in Å:
S1 3.02 0.11 -0.15  0.02
C1 1.25 -0.10 0.02  0.38
N1 0.58 -1.18 -0.05  -0.48
C2 -0.72 -0.73 -0.04  0.02
Cl1 -2.10 -1.78 -0.11  0.03
C3 -0.79 0.57 -0.10  0.07
S2 -1.88 2.01 -0.10  0.05
O1 0.55 1.04 -0.02  -0.43
H1 3.13 -1.27 0.39  0.19
H2 -3.02 1.33 0.16  0.15

Calculated values
**ΔE to the lowest compared entry with this formula, charge and spin**: 32.1 kcal/mol
**HOMO**: -8.73 eV
**F_max**: 4.43 eV/Å
**SMILES string**: Sc1nc(Cl)c(S)o1



Record 2
ORCA calculation (ωB97M-V with the def2-TZVPD basis set) on an isolated ion of composition C10H16N and charge +1 at a distorted geometry.

Each line ends with the natural charge from an NBO analysis.
Atoms and positions in Å:
C1 -0.55 -1.47 -1.95  -0.61
C2 0.34 -0.41 -1.35  -0.18
C3 1.07 -0.50 -0.06  -0.05
C4 2.60 -0.16 0.02  -0.60
C5 0.70 -1.65 0.82  -0.10
C6 -0.41 -1.66 1.62  -0.24
C7 -1.44 -0.57 1.57  -0.20
C8 -1.27 0.42 0.69  0.15
N1 -2.21 1.60 0.96  -0.70
C9 -0.03 0.57 -0.22  -0.11
C10 0.40 2.00 -0.49  -0.64
H1 0.17 -2.23 -2.39  0.24
H2 -1.37 -0.99 -2.70  0.23
H3 -0.95 -1.97 -1.17  0.21
H4 0.82 0.17 -2.01  0.21
H5 2.89 -0.17 1.15  0.22
H6 2.86 0.64 -0.58  0.22
H7 3.19 -0.90 -0.36  0.23
H8 1.56 -2.34 0.87  0.24
H9 -0.54 -2.45 2.23  0.23
H10 -2.34 -0.44 2.17  0.21
H11 -1.75 2.17 1.69  0.45
H12 -3.03 1.15 1.31  0.45
H13 -2.23 2.04 0.03  0.46
H14 0.67 2.56 0.51  0.22
H15 -0.32 2.53 -1.17  0.22
H16 1.18 2.06 -1.18  0.25

Calculated values
**Net charge**: +1
**ΔE to the lowest compared entry with this formula, charge and spin**: 80.9 kcal/mol
**HOMO**: -12.38 eV
**F_max**: 4.69 eV/Å
**SMILES string**: C[C@@H]1[C@]2(C)C=CC=C([NH3+])[C@]12C



Record 3
ORCA calculation (ωB97M-V with the def2-TZVPD basis set) on C48H40I2O2P3Pd as an isolated structure.

Each line ends with the Mulliken charge.
Atoms and positions in Å:
Pd1 1.10 0.59 -0.49  0.68
O1 1.27 2.60 -0.19  -0.41
P1 1.03 3.51 1.07  -0.63
C1 -1.41 4.22 -0.94  -1.64
P2 -2.07 2.71 -1.17  1.40
O2 -1.29 1.47 -0.73  0.04
C2 -2.58 2.25 -2.90  0.31
C3 -1.91 2.82 -3.97  -0.63
C4 -2.20 2.46 -5.28  -0.59
C5 -3.19 1.52 -5.53  -0.41
C6 -3.89 0.95 -4.47  -0.74
C7 -3.58 1.31 -3.16  -0.23
C8 -3.68 2.71 -0.32  -0.36
C9 -4.75 3.49 -0.77  -0.18
C10 -5.95 3.51 -0.09  -0.63
C11 -6.11 2.72 1.05  -0.50
C12 -5.06 1.94 1.50  -0.90
C13 -3.85 1.93 0.82  0.36
C14 2.41 3.06 2.25  0.58
C15 3.46 2.22 1.92  0.19
C16 4.52 2.02 2.80  -0.51
C17 4.53 2.64 4.04  -0.59
C18 3.48 3.48 4.39  -0.61
C19 2.44 3.70 3.50  -0.64
C20 -0.28 2.69 2.10  0.46
C21 -1.23 3.47 2.74  -0.45
C22 -2.17 2.90 3.60  -0.58
C23 -2.18 1.53 3.81  -0.68
C24 -1.25 0.73 3.15  -0.44
C25 -0.31 1.31 2.31  0.85
H1 -0.39 4.40 -1.25  0.36
H2 -2.08 5.05 -0.81  0.23
H3 -1.16 3.58 -3.76  0.40
H4 -1.66 2.91 -6.10  0.38
H5 -3.43 1.24 -6.55  0.37
H6 -4.67 0.22 -4.66  0.39
H7 -4.13 0.86 -2.34  0.43
H8 -4.63 4.09 -1.67  0.39
H9 -6.77 4.12 -0.44  0.38
H10 -7.05 2.73 1.58  0.37
H11 -5.17 1.33 2.39  0.42
H12 -3.02 1.33 1.17  0.29
H13 3.46 1.71 0.97  0.09
H14 5.34 1.37 2.51  0.48
H15 5.36 2.48 4.72  0.37
H16 3.48 3.97 5.35  0.38
H17 1.63 4.37 3.77  0.34
H18 -1.25 4.54 2.55  0.34
H19 -2.91 3.53 4.09  0.40
H20 -2.91 1.08 4.46  0.39
H21 -1.26 -0.35 3.28  0.40
H22 0.42 0.69 1.80  -0.94
I1 -1.82 -1.00 -0.81  0.20
C26 -1.86 -3.09 -0.70  0.33
C27 -3.04 -3.69 -1.07  -0.50
C28 -3.23 -5.07 -0.93  -0.86
C29 -2.24 -5.83 -0.39  -0.88
C30 -1.01 -5.24 -0.02  1.02
C31 -0.03 -6.09 0.55  -0.82
C32 1.17 -5.59 0.92  -1.48
C33 1.45 -4.23 0.69  -0.59
C34 0.56 -3.34 0.12  1.37
P3 1.48 -1.72 -0.37  0.47
C35 2.16 -2.39 -1.93  0.74
C36 1.68 -1.79 -3.09  -0.33
C37 2.10 -2.23 -4.34  -0.80
C38 3.02 -3.27 -4.43  -0.53
C39 3.49 -3.88 -3.27  -0.88
C40 3.05 -3.45 -2.03  -0.27
C41 2.75 -1.72 0.95  1.06
C42 2.27 -1.43 2.23  -0.65
C43 3.12 -1.39 3.32  -0.63
C44 4.47 -1.66 3.14  -0.64
C45 4.96 -1.95 1.88  -0.98
C46 4.10 -1.99 0.78  0.00
C47 -0.76 -3.84 -0.21  -0.29
H23 -3.84 -3.07 -1.45  0.45
H24 -4.18 -5.52 -1.23  0.40
H25 -2.37 -6.89 -0.24  0.33
H26 -0.27 -7.14 0.68  0.34
H27 1.93 -6.21 1.37  0.45
H28 2.43 -3.90 0.98  0.50
H29 0.98 -0.97 -3.01  0.43
H30 1.71 -1.76 -5.23  0.45
H31 3.36 -3.60 -5.40  0.37
H32 4.20 -4.69 -3.34  0.41
H33 3.41 -3.96 -1.14  0.32
H34 1.21 -1.24 2.38  0.21
H35 2.73 -1.14 4.29  0.41
H36 5.14 -1.62 3.99  0.35
H37 6.01 -2.15 1.73  0.39
H38 4.49 -2.23 -0.19  0.33
I2 4.58 0.03 -2.05  -0.11
C48 2.75 1.04 -1.57  -1.50
H39 2.29 1.22 -2.54  0.58
H40 3.09 1.98 -1.15  0.67

Calculated values
**Net charge**: -1
**ΔE to the lowest compared entry with this formula, charge and spin**: 34.5 kcal/mol
**HOMO**: -3.62 eV
**F_max**: 0.26 eV/Å



Record 4
ORCA calculation (ωB97M-V with the def2-TZVPD basis set) on a 2-piece molecular cluster, C3H9O2S overall at a distorted geometry.

Each line ends with the natural charge from an NBO analysis.
Atoms and positions in Å:
C1 -0.21 0.40 0.63  -0.11
O1 0.68 1.49 -0.05  -0.77
C2 -1.10 -0.24 -0.43  -0.44
C3 -1.01 -1.59 -1.19  -0.51
S1 0.52 -2.71 -1.29  -0.75
H1 -0.99 0.79 1.24  0.20
H2 0.55 -0.41 1.04  0.21
H3 -2.23 -0.35 -0.01  0.17
H4 -1.46 0.51 -1.23  0.21
H5 -1.29 -1.46 -2.23  0.19
H6 -1.75 -2.18 -0.69  0.17
H7 1.48 1.02 -0.43  0.49
H8 2.38 0.98 2.15  0.47
H9 1.88 1.95 0.88  0.50
O2 2.55 1.81 1.62  -1.02

Calculated values
**Net charge**: -1
**ΔE to the lowest compared entry with this formula, charge and spin**: 44.3 kcal/mol
**HOMO**: -2.56 eV
**F_max**: 4.46 eV/Å



Record 5
ORCA calculation (ωB97M-V with the def2-TZVPD basis set) on an isolated molecule of C4H9NO2.

Each line ends with the natural charge from an NBO analysis.
Atoms and positions in Å:
C1 -0.81 -1.98 1.56  -0.25
O1 -0.18 -0.79 1.16  -0.55
C2 0.32 -0.87 -0.15  -0.07
C3 0.93 0.46 -0.53  -0.25
N1 -0.02 1.54 -0.41  -0.62
C4 -0.08 2.54 -1.33  0.53
O2 0.54 2.56 -2.37  -0.62
H1 -1.66 -2.22 0.91  0.17
H2 -0.11 -2.83 1.54  0.17
H3 -1.16 -1.84 2.59  0.20
H4 -0.50 -1.12 -0.85  0.17
H5 1.08 -1.66 -0.23  0.17
H6 1.27 0.44 -1.57  0.24
H7 1.81 0.65 0.11  0.20
H8 -0.52 1.63 0.46  0.40
H9 -0.77 3.35 -1.03  0.11

Calculated values
**ΔE to the lowest compared entry with this formula, charge and spin**: 29.9 kcal/mol
**HOMO**: -9.76 eV
**F_max**: 0.38 eV/Å
**SMILES string**: COCCNC=O



Record 6
ORCA calculation (ωB97M-V with the def2-TZVPD basis set) on C34H31IrN5O4S as an isolated structure at a distorted geometry.

Each line ends with the Mulliken charge.
Atoms and positions in Å:
Ir1 -0.50 -0.15 0.16  1.84
O1 -3.49 2.55 -0.47  -0.77
C1 -2.47 1.92 -0.21  0.73
N1 -2.22 0.62 -0.41  0.35
C2 -3.14 -0.27 -1.06  0.18
C3 -4.48 0.00 -1.33  -1.00
C4 -5.23 -0.97 -2.00  -0.64
C5 -4.67 -2.18 -2.37  -0.64
C6 -3.33 -2.45 -2.08  -0.75
C7 -2.59 -1.48 -1.43  0.14
N2 -1.20 -1.50 -1.19  0.46
C8 -0.33 -2.34 -1.75  0.18
O2 -0.46 -3.47 -2.19  -0.71
C9 0.94 -1.55 -1.92  0.92
C10 1.97 -1.99 -2.72  -1.00
C11 3.06 -1.16 -2.92  -0.53
C12 3.10 0.07 -2.28  -0.99
C13 2.05 0.43 -1.46  0.05
N3 0.99 -0.36 -1.30  0.41
C14 -1.32 2.62 0.45  0.25
C15 -1.44 3.92 0.92  -0.66
C16 -0.36 4.49 1.56  -0.43
C17 0.81 3.76 1.72  -1.09
C18 0.86 2.48 1.21  0.29
N4 -0.19 1.93 0.57  -0.41
H1 -4.90 0.95 -1.06  0.52
H2 -6.27 -0.76 -2.23  0.40
H3 -5.27 -2.92 -2.88  0.42
H4 -2.87 -3.38 -2.37  0.53
H5 1.89 -2.97 -3.18  0.55
H6 3.87 -1.46 -3.57  0.48
H7 3.92 0.76 -2.43  0.49
H8 2.03 1.38 -0.94  0.50
H9 -2.38 4.43 0.76  0.55
H10 -0.43 5.51 1.94  0.44
H11 1.67 4.17 2.23  0.48
H12 1.75 1.87 1.29  0.32
O3 0.89 -1.60 1.06  -0.69
S1 1.18 -3.05 0.64  0.54
C19 2.94 -3.21 0.88  0.18
C20 3.70 -2.06 1.00  -0.05
C21 5.08 -2.19 1.18  -0.89
C22 5.66 -3.45 1.22  -0.53
C23 4.87 -4.59 1.09  -0.69
C24 3.50 -4.48 0.91  -0.53
C25 0.56 -4.03 1.96  0.21
C26 -0.45 -4.93 1.64  -0.58
C27 -1.04 -5.66 2.67  -0.63
C28 -0.62 -5.48 3.98  -0.58
C29 0.40 -4.57 4.28  -0.79
C30 1.00 -3.84 3.27  -0.27
H13 3.23 -1.09 0.97  0.30
H14 5.69 -1.31 1.28  0.45
H15 6.73 -3.54 1.37  0.42
H16 5.33 -5.57 1.13  0.43
H17 2.89 -5.36 0.82  0.49
H18 -0.76 -5.05 0.61  0.54
H19 -1.83 -6.36 2.44  0.45
H20 -1.08 -6.05 4.77  0.43
H21 0.73 -4.46 5.30  0.61
H22 1.79 -3.14 3.48  0.49
C31 1.15 0.01 3.82  -0.50
N5 -0.13 -0.58 4.18  0.35
C32 -0.26 -1.10 5.54  -1.15
C33 -1.13 -0.62 3.30  0.46
C34 -2.39 -1.37 3.64  -1.51
O4 -1.04 -0.03 2.21  -0.69
H23 1.95 -0.59 4.26  0.51
H24 1.23 1.03 4.21  0.40
H25 1.26 0.02 2.74  -0.37
H26 0.43 -0.56 6.18  0.42
H27 -0.01 -2.16 5.58  0.24
H28 -1.26 -0.96 5.92  0.46
H29 -2.21 -2.23 4.28  0.46
H30 -2.84 -1.70 2.70  0.33
H31 -3.09 -0.70 4.14  0.36

Calculated values
**Net charge**: +1
**ΔE to the lowest compared entry with this formula, charge and spin**: 62.5 kcal/mol
**HOMO**: -9.40 eV
**F_max**: 2.46 eV/Å